{
  "formula": "C10H20Cl2IrN4O2",
  "method": "ωB97M-V/def2-TZVPD",
  "species": ["Ir", "Cl", "C", "Cl", "H", "H", "C", "C", "N", "C", "N", "C", "C", "C", "N", "C", "H", "H", "H", "H", "H", "H", "H", "H", "H", "H", "H", "H", "H", "N", "C", "C", "O", "O", "H", "H", "H", "H", "H"],
  "coordinates": [[-1.540, -1.070, -0.025], [-1.300, -3.389, -0.553], [-2.643, -3.913, 0.569], [-3.209, -2.425, 1.396], [-2.228, -4.595, 1.306], [-3.445, -4.333, -0.034], [3.461, 1.572, -0.955], [2.106, 1.686, -1.624], [1.115, 0.780, -0.972], [1.282, 0.042, 0.108], [0.373, -0.813, 0.579], [0.693, -1.697, 1.741], [2.172, -2.030, 1.770], [2.960, -0.746, 1.798], [2.492, 0.206, 0.812], [3.290, 1.405, 0.553], [4.031, 2.487, -1.123], [4.047, 0.744, -1.357], [2.161, 1.385, -2.669], [1.703, 2.696, -1.562], [0.249, 0.650, -1.476], [0.116, -2.612, 1.624], [0.359, -1.200, 2.656], [2.455, -2.644, 0.914], [2.393, -2.601, 2.673], [4.033, -0.888, 1.610], [2.912, -0.220, 2.770], [4.235, 1.291, 1.080], [2.745, 2.254, 0.993], [-4.304, 2.778, -0.962], [-3.818, 1.623, -1.796], [-2.801, 0.747, -1.111], [-2.312, -0.265, -1.742], [-2.399, 0.875, 0.087], [-3.943, 3.677, -1.303], [-4.048, 2.702, 0.030], [-5.330, 2.849, -1.000], [-3.392, 1.996, -2.730], [-4.670, 0.995, -2.071]],
  "lowdin_charge": [1.23, 0.70, -0.71, 0.68, 0.08, 0.08, -0.09, -0.08, 0.14, -0.26, -0.09, -0.17, -0.10, -0.06, 0.12, -0.05, 0.16, 0.15, 0.15, 0.15, 0.14, 0.09, 0.15, 0.15, 0.16, 0.18, 0.20, 0.16, 0.18, 0.25, 0.02, -0.54, -0.06, -0.05, 0.20, 0.18, 0.20, 0.18, 0.18],
  "energy_ha": -1785.53989,
  "e_above_lowest_kj_mol": 100.8,
  "gap_ev": [6.95, 6.22],
  "lumo_ev": [-15.9, -16.3],
  "total_charge": 4,
  "spin_multiplicity": 2,
  "homo_ha": [-0.83899, -0.82744]
}

=====

{
  "formula": "C10H20CuN2O12S",
  "method": "ωB97M-V/def2-TZVPD",
  "species": ["Cu", "O", "C", "C", "O", "H", "H", "H", "H", "C", "N", "O", "O", "H", "H", "H", "C", "N", "O", "O", "H", "H", "H", "O", "C", "O", "C", "C", "C", "H", "H", "H", "H", "H", "H", "C", "C", "O", "S", "O", "O", "O", "H", "H", "H", "H"],
  "coordinates": [[0.541, -0.596, 0.001], [1.777, 1.182, 0.628], [1.794, 2.408, 1.441], [2.985, 3.360, 1.536], [4.234, 2.785, 1.915], [1.164, 2.213, 2.309], [1.138, 3.022, 0.822], [2.681, 4.143, 2.230], [3.185, 3.805, 0.561], [0.453, -2.965, -3.645], [0.636, -3.568, -2.338], [0.621, -2.884, -1.323], [0.788, -4.757, -2.402], [-0.616, -2.764, -3.708], [0.831, -3.516, -4.507], [1.018, -2.034, -3.679], [1.859, -2.834, 3.958], [1.028, -1.686, 3.580], [0.923, -1.388, 2.360], [0.475, -1.025, 4.480], [1.463, -3.183, 4.912], [2.885, -2.491, 4.092], [1.785, -3.737, 3.353], [-0.016, 0.151, -2.425], [0.120, 1.364, -2.483], [1.048, 2.031, -3.085], [0.736, 3.472, -3.122], [-0.669, 3.533, -2.591], [-0.795, 2.342, -1.772], [0.762, 3.717, -4.184], [1.466, 3.993, -2.502], [-1.320, 3.480, -3.464], [-0.946, 4.413, -2.011], [-1.840, 2.059, -1.650], [-0.336, 2.332, -0.784], [-2.331, -1.382, 2.224], [-3.371, -2.367, 1.727], [-4.081, -1.625, 0.781], [-2.964, -0.766, -0.126], [-3.448, 0.549, -0.504], [-2.456, -1.675, -1.108], [-1.919, -0.557, 1.125], [-1.530, -1.834, 2.810], [-2.851, -0.656, 2.848], [-3.995, -2.839, 2.486], [-2.913, -3.224, 1.233]],
  "lowdin_charge": [0.45, -0.40, -0.37, -0.50, -0.47, 0.07, 0.04, 0.06, 0.05, 0.03, -0.44, 0.06, 0.08, 0.11, 0.10, 0.10, 0.03, -0.38, 0.03, 0.05, 0.09, 0.11, 0.10, 0.06, -0.50, 0.07, -0.09, -0.19, -0.10, 0.12, 0.14, 0.12, 0.13, 0.11, 0.12, -0.16, -0.22, -0.19, 0.71, -0.23, -0.23, -0.21, 0.11, 0.14, 0.14, 0.13],
  "energy_ha": -3443.68559,
  "gap_ev": 2.95,
  "lumo_ev": 1.8,
  "total_charge": -1,
  "spin_multiplicity": 1,
  "homo_ha": -0.04114
}

=====

{
  "formula": "C10H20GaN4O6P",
  "method": "ωB97M-V/def2-TZVPD",
  "species": ["Ga", "N", "C", "P", "O", "O", "C", "N", "H", "H", "H", "H", "H", "H", "H", "H", "H", "H", "O", "C", "O", "H", "C", "O", "C", "O", "H", "H", "H", "N", "C", "C", "C", "N", "C", "C", "H", "H", "H", "H", "H", "H"],
  "coordinates": [[-0.374, -0.017, -0.318], [2.594, -2.294, 1.476], [1.728, -1.977, 2.659], [-0.005, -2.403, 2.218], [-0.146, -3.882, 2.197], [-0.301, -1.593, 0.984], [-1.032, -1.869, 3.662], [-1.945, -3.034, 3.935], [2.260, -1.810, 0.614], [2.571, -3.301, 1.288], [3.569, -2.034, 1.641], [1.844, -0.922, 2.907], [2.057, -2.594, 3.494], [-1.602, -0.970, 3.442], [-0.420, -1.705, 4.548], [-1.507, -3.856, 3.452], [-2.876, -2.887, 3.544], [-2.051, -3.231, 4.930], [-0.382, -1.364, -1.786], [0.853, -1.574, -1.678], [1.517, -0.941, -0.799], [1.343, -2.297, -2.334], [-3.054, 1.703, -0.632], [-2.586, 1.682, 0.719], [-1.553, 0.920, 1.054], [-1.226, 0.831, 2.211], [-4.120, 1.904, -0.582], [-2.907, 0.732, -1.115], [-2.552, 2.491, -1.190], [1.408, 4.140, -4.533], [1.010, 3.259, -3.611], [1.523, 3.281, -2.296], [1.080, 2.364, -1.388], [0.166, 1.412, -1.674], [-0.328, 1.385, -2.932], [0.052, 2.265, -3.904], [2.086, 4.851, -4.319], [1.039, 4.118, -5.468], [2.254, 4.020, -2.000], [1.456, 2.385, -0.372], [-1.057, 0.618, -3.153], [-0.386, 2.194, -4.889]],
  "lowdin_charge": [0.66, 0.17, -0.16, 0.47, -0.29, -0.29, -0.14, 0.15, 0.11, 0.17, 0.18, 0.12, 0.12, 0.09, 0.12, 0.13, 0.18, 0.17, 0.03, -0.37, -0.06, 0.17, -0.04, -0.04, -0.46, 0.04, 0.11, 0.08, 0.10, 0.18, -0.28, 0.02, -0.09, -0.02, -0.10, 0.03, 0.13, 0.13, 0.13, 0.13, 0.13, 0.13],
  "energy_ha": -3329.28794,
  "e_above_lowest_kj_mol": 0.0,
  "gap_ev": 9.13,
  "lumo_ev": -5.3,
  "total_charge": 2,
  "spin_multiplicity": 1,
  "homo_ha": -0.53147
}

=====

{
  "formula": "C10H20IO4S",
  "method": "ωB97M-V/def2-TZVPD",
  "species": ["C", "C", "C", "O", "S", "C", "C", "C", "O", "I", "H", "H", "H", "H", "H", "H", "H", "H", "H", "H", "H", "H", "O", "C", "O", "C", "C", "C", "H", "H", "H", "H", "H", "H", "H", "H"],
  "coordinates": [[-1.471, 0.127, -3.508], [-0.783, 1.466, -4.065], [0.681, 1.767, -3.483], [0.926, 1.262, -2.134], [-0.069, 1.983, -0.997], [0.199, 0.980, 0.554], [0.445, 3.719, -0.589], [-0.864, 4.586, -0.150], [-0.715, 5.537, 0.658], [-2.887, 4.189, -0.830], [-0.707, -0.630, -3.103], [-2.211, -0.339, -4.242], [-2.103, 0.436, -2.585], [-0.667, 1.320, -5.208], [-1.405, 2.417, -3.935], [1.434, 1.234, -4.180], [0.981, 2.875, -3.501], [-0.511, 1.301, 1.387], [1.296, 1.180, 0.864], [0.080, -0.123, 0.248], [1.033, 4.232, -1.421], [1.081, 3.656, 0.376], [-1.361, -2.222, 0.897], [-0.714, -2.622, 1.843], [0.352, -1.920, 2.267], [1.072, -2.188, 3.483], [2.138, -3.241, 3.263], [-1.030, -3.939, 2.492], [0.390, -2.443, 4.297], [1.551, -1.248, 3.767], [1.702, -4.198, 2.965], [2.720, -3.396, 4.174], [2.814, -2.938, 2.460], [-0.536, -4.739, 1.937], [-2.110, -4.091, 2.457], [-0.749, -3.990, 3.541]],
  "lowdin_charge": [-0.11, -0.23, -0.23, -0.39, 1.03, -0.18, -0.28, -0.79, -0.03, 0.88, 0.09, 0.09, 0.07, 0.13, 0.10, 0.15, 0.12, 0.11, 0.10, 0.08, 0.13, 0.12, 0.08, -0.52, -0.03, -0.22, -0.06, 0.02, 0.12, 0.12, 0.07, 0.09, 0.09, 0.10, 0.10, 0.08],
  "energy_ha": -1389.50898,
  "gap_ev": 9.03,
  "lumo_ev": -4.0,
  "total_charge": 1,
  "spin_multiplicity": 1,
  "homo_ha": -0.47808
}

=====

{
  "formula": "C10H20LaN2PS",
  "method": "ωB97M-V/def2-TZVPD",
  "species": ["C", "C", "C", "C", "C", "La", "P", "H", "H", "H", "H", "H", "H", "H", "H", "C", "C", "N", "C", "S", "N", "C", "C", "H", "H", "H", "H", "H", "H", "H", "H", "H", "H", "H", "H"],
  "coordinates": [[-2.142, 2.091, -3.446], [-2.357, 0.922, -4.232], [-3.414, 0.177, -3.622], [-4.025, 0.991, -2.627], [-3.175, 2.117, -2.418], [-0.464, 0.832, 0.395], [1.020, 3.405, -0.847], [-1.350, 2.820, -3.570], [-1.819, 0.649, -5.141], [-3.772, -0.803, -3.948], [-3.270, 2.878, -1.645], [-4.912, 0.747, -2.039], [0.326, 4.600, -0.448], [1.541, 3.955, -2.056], [2.207, 3.643, -0.068], [3.481, -0.262, 1.557], [1.979, 0.000, 1.587], [1.410, -0.633, 0.350], [0.267, -1.416, 0.268], [-0.763, -1.233, -1.081], [-0.188, -1.945, 1.452], [0.721, -2.834, 2.255], [0.258, -2.831, 3.693], [3.694, -1.331, 1.427], [3.902, 0.076, 2.514], [3.967, 0.302, 0.747], [1.482, -0.441, 2.457], [1.791, 1.103, 1.585], [1.814, -0.320, -0.556], [-1.077, -2.434, 1.313], [0.681, -3.841, 1.813], [1.744, -2.467, 2.145], [-0.697, -3.356, 3.795], [0.997, -3.352, 4.312], [0.143, -1.810, 4.079]],
  "lowdin_charge": [-0.23, -0.20, -0.20, -0.21, -0.24, 1.28, 0.59, 0.04, 0.06, 0.07, 0.03, 0.06, -0.13, -0.12, -0.15, -0.08, -0.33, -0.24, -1.13, 0.51, -0.09, -0.24, -0.10, 0.08, 0.08, 0.08, 0.09, 0.05, 0.12, 0.11, 0.13, 0.09, 0.08, 0.08, 0.07],
  "energy_ha": -1273.43089,
  "e_above_lowest_kj_mol": 0.0,
  "gap_ev": 4.24,
  "lumo_ev": -1.1,
  "spin_multiplicity": 1,
  "homo_ha": -0.19470
}

=====

{
  "formula": "C10H20MgNO4PSi2",
  "method": "ωB97M-V/def2-TZVPD",
  "species": ["O", "P", "Si", "O", "Si", "C", "C", "O", "C", "C", "C", "O", "C", "C", "C", "N", "C", "C", "H", "H", "H", "H", "H", "H", "H", "H", "H", "H", "H", "H", "H", "H", "H", "H", "H", "H", "H", "H", "Mg"],
  "coordinates": [[-2.775, -3.443, 1.057], [-2.665, -2.716, -0.240], [-0.983, -1.213, -0.052], [-0.156, -1.077, -1.494], [0.766, 0.297, -1.737], [1.811, 0.715, -0.182], [2.649, 1.988, -0.336], [2.132, 3.032, 0.575], [-0.147, 1.803, -2.372], [-1.307, 2.336, -1.482], [-2.636, 1.706, -1.923], [-3.615, 1.721, -0.903], [0.070, -1.866, 1.355], [-0.536, -2.030, 2.577], [0.222, -2.526, 3.620], [1.497, -2.869, 3.543], [2.046, -2.719, 2.352], [1.399, -2.219, 1.241], [-2.308, -3.608, -1.278], [-3.877, -2.050, -0.542], [-1.613, 0.047, 0.381], [1.752, -0.044, -2.783], [2.535, -0.095, -0.092], [1.211, 0.841, 0.727], [3.729, 1.755, -0.078], [2.657, 2.334, -1.368], [2.875, 3.596, 0.834], [0.608, 2.597, -2.435], [-0.532, 1.627, -3.377], [-1.392, 3.408, -1.661], [-1.149, 2.201, -0.412], [-3.069, 2.273, -2.744], [-2.479, 0.686, -2.304], [-3.466, 1.005, -0.281], [-1.579, -1.793, 2.717], [-0.263, -2.636, 4.583], [3.083, -3.022, 2.240], [1.917, -2.132, 0.297], [3.590, 2.090, 1.980]],
  "lowdin_charge": [-0.47, 0.63, 0.50, -0.34, 0.55, -0.25, -0.28, -0.07, -0.24, -0.23, -0.28, -0.05, -0.30, -0.07, -0.09, 0.11, -0.13, -0.08, 0.01, 0.00, 0.01, 0.04, 0.07, 0.08, 0.10, 0.13, 0.07, 0.07, 0.10, 0.11, 0.09, 0.13, 0.11, 0.05, 0.11, 0.13, 0.12, 0.10, 1.47],
  "energy_ha": -1868.48982,
  "gap_ev": 2.20,
  "lumo_ev": -12.3,
  "total_charge": 2,
  "spin_multiplicity": 1,
  "homo_ha": -0.53166
}

=====

Looking at molecular weight for the records above, in order, we have 491.4, 455.9, 393.0, 363.2, 370.2, 329.7 g mol⁻¹.